1.
DFT (ωB97M-V/def2-TZVPD) results for a cluster of 3 separate species, C4H9NO2 in total.

Each line ends with the Löwdin charge.
Element x y z (Å)
C1 -1.36 -1.09 0.70  -0.009
C2 -0.16 -1.59 0.40  -0.077
C3 1.17 -1.06 0.96  -0.536
N1 1.20 0.27 1.28  0.148
O1 2.12 -1.80 1.12  0.042
H1 -2.31 -1.47 0.30  0.070
H2 -1.44 -0.22 1.33  0.063
H3 -0.09 -2.42 -0.31  0.106
H4 2.12 0.62 1.55  0.110
H5 0.66 0.93 0.73  0.045
H6 2.36 1.31 -1.39  0.045
H7 1.67 1.60 -1.39  0.017
C4 -1.49 1.21 -1.32  -0.146
O2 -0.73 1.95 -0.73  -0.059
H8 -1.11 0.42 -1.99  0.086
H9 -2.59 1.33 -1.23  0.094

Its SMILES is C=CC(N)=O.[H][H].C=O. For the relative energy (zero: lowest compared OMol25 entry of this formula, charge and spin), the calculation gives 68.85 kcal per mole. As for the multiplicity: 1. Its LUMO energy is 0.20 eV.

=====

2.
DFT (ωB97M-V/def2-TZVPD) results for a structure of composition CH4IP in a non-equilibrium geometry.

Each line ends with the Löwdin charge.
Element x y z (Å)
C1 0.47 -0.87 -0.35  -1.134
P1 0.86 0.76 0.40  0.589
I1 2.03 -2.16 0.29  0.650
H1 -0.57 -1.41 -0.12  0.024
H2 0.34 -0.54 -1.68  0.128
H3 -0.21 1.44 0.01  -0.181
H4 0.60 0.66 1.88  -0.076

For the relative energy (zero: lowest compared OMol25 entry of this formula, charge and spin), the calculation gives 54.84 kcal per mole. As for the multiplicity: 1. Its LUMO energy is 0.18 eV.

=====

no.,orbital gap (eV),E_HOMO (eV)
1,10.0,-9.85
2,9.4,-9.27